## i
Density functional theory data (ωB97M-V with the def2-TZVPD basis set) for the molecule C3H5IO.

Output
**Orbital gap**: 9.99 eV
**Structure (SMILES)**: C[C@]1(I)CO1

The geometry in ORCA input format:
```
! wB97M-V def2-TZVPD RIJCOSX def2/J DEFGRID3
* xyz 0 1
C 0.4455 -1.1026 0.4666
C -0.4554 0.0653 0.1055
I -2.5407 -0.2069 -0.1226
C 0.0798 1.2166 -0.6325
O -0.2879 1.3197 0.6607
H 0.2427 -1.8497 1.3744
H 1.4583 -0.6746 0.7253
H 0.5518 -1.6321 -0.4053
H 1.1127 1.1186 -0.8516
H -0.6068 1.7458 -1.3205
*
```

Atomic partial charges in e from the natural (NBO) method, atoms 1 to 6: number 1, C, carries -0.65; number 2, C, carries 0.12; number 3, I, carries 0.08; number 4, C, carries -0.11; number 5, O, carries -0.49; number 6, H, carries 0.24

## ii
Density functional theory data (ωB97M-V with the def2-TZVPD basis set) for the molecule C3H5IO.

Output
**Orbital gap (alpha / beta)**: 8.48 / 8.48 eV
**Structure (SMILES)**: C=C(I)OC

The geometry in ORCA input format:
```
! wB97M-V def2-TZVPD RIJCOSX def2/J DEFGRID3
* xyz 0 1
C -0.2634 1.1684 1.2460
C 0.3830 -0.4067 1.5520
I 1.1745 -0.7969 3.5363
O 0.9206 -1.2497 0.7834
C 0.4364 -1.0600 -0.5620
H -0.5414 1.6117 2.1133
H -1.1212 1.2110 0.4340
H -0.4744 -0.4742 -0.4488
H 0.1998 -2.0289 -1.0187
H 1.2054 -0.6854 -1.2296
*
```

Atomic partial charges in e from the natural (NBO) method, atoms 1 to 6: number 1, C, carries -0.59; number 2, C, carries 0.26; number 3, I, carries 0.12; number 4, O, carries -0.51; number 5, C, carries -0.27; number 6, H, carries 0.17

Energies relative to the minimum, eV: i 0.000; ii 2.463

## i
Density functional theory data (ωB97M-V with the def2-TZVPD basis set) for a structure of composition C3H5IO.

Output
**Orbital gap (alpha / beta)**: 6.97 / 6.97 eV

The geometry in ORCA input format:
```
! wB97M-V def2-TZVPD RIJCOSX def2/J DEFGRID3
* xyz 0 1
C -0.3593 0.4448 -1.6436
C 0.4915 -0.0064 -0.6305
C -0.1370 -0.4107 0.6949
O 0.3194 -1.4024 1.4572
I 0.8246 2.0826 1.8138
H 0.1264 0.8953 -2.4686
H -1.4322 0.4900 -1.5287
H 1.5369 -0.0988 -0.6923
H -1.2594 -0.1977 0.7974
H -0.1110 -1.7967 2.2005
*
```

Atomic partial charges in e from the natural (NBO) method, atoms 1 to 6: number 1, C, carries -0.32; number 2, C, carries -0.27; number 3, C, carries 0.33; number 4, O, carries -0.66; number 5, I, carries -0.45; number 6, H, carries 0.21

## ii
Density functional theory data (ωB97M-V with the def2-TZVPD basis set) for a cluster of 2 separate species, C3H5IO in total.

Output
**Orbital gap**: 9.76 eV
**Structure (SMILES)**: C=CI.C=O

The geometry in ORCA input format:
```
! wB97M-V def2-TZVPD RIJCOSX def2/J DEFGRID3
* xyz 0 1
C -0.6294 1.6818 0.0943
C -1.3803 0.7662 0.7108
I -2.9561 -0.1862 -0.4136
H 0.1432 2.1259 0.7418
H -0.5970 1.9640 -1.0612
H -1.4244 0.4832 1.7959
C 1.7047 -1.6839 -0.5045
O 2.5196 -0.9606 -0.0072
H 1.8903 -2.2745 -1.4157
H 0.7293 -1.9159 0.0594
*
```

Atomic partial charges in e from the natural (NBO) method, atoms 1 to 6: number 1, C, carries -0.42; number 2, C, carries -0.34; number 3, I, carries 0.07; number 4, H, carries 0.22; number 5, H, carries 0.23; number 6, H, carries 0.24

## iii
Density functional theory data (ωB97M-V with the def2-TZVPD basis set) for a cluster of 2 separate species, C3H5IO in total.

Output
**Orbital gap**: 9.89 eV
**Structure (SMILES)**: C=CC=O.I

The geometry in ORCA input format:
```
! wB97M-V def2-TZVPD RIJCOSX def2/J DEFGRID3
* xyz 0 1
C 0.2728 -1.0970 -0.0187
C 0.7972 0.0462 0.3156
C 0.2403 1.2970 -0.2167
O -0.8573 1.4644 -0.6732
H 0.3369 -2.0819 0.4716
H -0.6922 -1.1792 -0.6043
H 1.7300 0.0308 0.7216
H 1.1413 2.0621 -0.1515
I -4.9862 0.1858 0.5687
H -4.9024 -0.7794 1.8094
*
```

Atomic partial charges in e from the natural (NBO) method, atoms 1 to 6: number 1, C, carries -0.27; number 2, C, carries -0.34; number 3, C, carries 0.42; number 4, O, carries -0.50; number 5, H, carries 0.21; number 6, H, carries 0.20

Energies relative to the minimum, eV: i 0.225; ii 0.118; iii 0.000

## i
Density functional theory data (ωB97M-V with the def2-TZVPD basis set) for a cluster of 2 separate species, C3H8N in total.

Output
**Orbital gap**: 11.16 eV

The geometry in ORCA input format:
```
! wB97M-V def2-TZVPD RIJCOSX def2/J DEFGRID3
* xyz 1 1
C 0.0690 -0.5703 1.1063
C -0.1067 -0.4853 -0.3347
C 0.6894 0.4230 -1.2201
N -1.0800 0.1545 0.6003
H -0.0491 -1.4354 1.7298
H 1.3662 0.4396 1.9325
H -0.4916 -1.3680 -0.8398
H 0.1227 0.6819 -2.1119
H 1.5904 -0.0978 -1.5392
H 0.9858 1.3309 -0.7013
H -2.0104 -0.2475 0.7302
H -1.0856 1.1744 0.6478
*
```

Atomic partial charges in e from the natural (NBO) method, atoms 1 to 6: number 1, C, carries -0.12; number 2, C, carries -0.07; number 3, C, carries -0.63; number 4, N, carries -0.56; number 5, H, carries 0.25; number 6, H, carries 0.22

## ii
Density functional theory data (ωB97M-V with the def2-TZVPD basis set) for a cluster of 2 separate species, C3H8N in total.

Output
**Orbital gap (alpha / beta)**: 8.83 / 10.23 eV

The geometry in ORCA input format:
```
! wB97M-V def2-TZVPD RIJCOSX def2/J DEFGRID3
* xyz 1 1
C -0.0789 0.8337 1.7767
C 0.9306 0.5051 -0.9468
C -0.8951 -1.0628 -0.2900
N 0.0024 -0.0246 -0.0562
H -0.7998 0.3433 2.3914
H 0.6753 1.5815 1.8649
H 0.4509 0.7326 -1.9090
H 1.7242 -0.2296 -1.1564
H 1.4025 1.4080 -0.5627
H -1.4213 -0.9015 -1.2398
H -1.6246 -1.1629 0.5122
H -0.3664 -2.0228 -0.3841
*
```

Atomic partial charges in e from the natural (NBO) method, atoms 1 to 6: number 1, C, carries 0.07; number 2, C, carries -0.49; number 3, C, carries -0.49; number 4, N, carries -0.06; number 5, H, carries 0.20; number 6, H, carries 0.20

Energies relative to the minimum, eV: i 0.000; ii 1.777

## i
Density functional theory data (ωB97M-V with the def2-TZVPD basis set) for a cluster of 2 separate species, C5H13NO2 in total.

Output
**Orbital gap**: 10.37 eV
**Structure (SMILES)**: CCNC(=O)CC.O

The geometry in ORCA input format:
```
! wB97M-V def2-TZVPD RIJCOSX def2/J DEFGRID3
* xyz 0 1
C -0.7850 -1.1599 2.0732
C -1.1042 0.1702 1.3661
N -1.2617 0.1366 -0.1059
C -0.3701 -0.5611 -0.9778
O -0.7783 -0.6316 -2.1101
C 0.9868 -1.0624 -0.5376
C 2.1796 -0.2129 -1.1496
H 0.0322 -1.0083 2.8053
H -0.4161 -1.9653 1.4294
H -1.7130 -1.5758 2.5258
H -0.4088 1.0159 1.6186
H -2.0480 0.5871 1.7794
H -2.1525 0.3469 -0.4984
H 1.1500 -2.1336 -0.8316
H 1.1062 -1.1003 0.5533
H 2.7604 0.3316 -0.4292
H 2.9792 -0.8029 -1.6317
H 1.8824 0.4576 -1.9634
O -0.9020 3.3559 -1.2957
H -0.1145 3.2238 -1.8760
H -1.0224 2.5887 -0.7439
*
```

Atomic partial charges in e from the natural (NBO) method, atoms 1 to 6: number 1, C, carries -0.64; number 2, C, carries -0.24; number 3, N, carries -0.66; number 4, C, carries 0.68; number 5, O, carries -0.60; number 6, C, carries -0.52

## ii
Density functional theory data (ωB97M-V with the def2-TZVPD basis set) for the molecule C5H13NO2.

Output
**Orbital gap**: 10.57 eV
**Structure (SMILES)**: CON[C@@H](C)[C@@H](C)O

The geometry in ORCA input format:
```
! wB97M-V def2-TZVPD RIJCOSX def2/J DEFGRID3
* xyz 0 1
C 2.8044 -0.0618 -1.0617
O 1.7768 -1.0099 -0.8072
N 0.9493 -0.5165 0.3549
C -0.3861 -0.3483 -0.1942
C -1.0299 -1.6683 -0.6186
C -1.2370 0.4023 0.9530
C -0.7497 1.8328 1.1586
O -2.6193 0.4351 0.6151
H 3.6189 -0.5503 -1.6052
H 3.2299 0.3482 -0.1371
H 2.4136 0.7583 -1.6744
H 0.9717 -1.3434 0.9564
H -0.3620 0.3254 -1.0593
H -0.9413 -2.4306 0.1619
H -2.0951 -1.5394 -0.8380
H -0.5604 -2.0552 -1.5289
H -1.1554 -0.1541 1.8922
H -1.3550 2.3378 1.9191
H 0.2963 1.8659 1.4749
H -0.8539 2.4145 0.2357
H -2.7158 0.9573 -0.1972
*
```

Atomic partial charges in e from the natural (NBO) method, atoms 1 to 6: number 1, C, carries -0.25; number 2, O, carries -0.44; number 3, N, carries -0.34; number 4, C, carries -0.09; number 5, C, carries -0.64; number 6, C, carries 0.10

## iii
Density functional theory data (ωB97M-V with the def2-TZVPD basis set) for a structure of composition C5H13NO2.

Output
**Orbital gap**: 8.78 eV

The geometry in ORCA input format:
```
! wB97M-V def2-TZVPD RIJCOSX def2/J DEFGRID3
* xyz 0 1
C -0.1689 -0.2806 1.5632
C 0.8605 -1.8065 -0.2818
C 0.7159 0.9330 -0.5447
C -1.4757 -0.1597 -0.6795
C 0.1453 2.3458 -0.4233
N -0.1539 -0.1488 -0.0683
O 0.9051 -0.9586 1.8738
O 0.2763 -2.8722 0.2887
H 0.4878 -2.7949 1.2406
H -1.1385 -0.7881 1.7295
H -0.2172 0.7481 1.9615
H 0.6843 -1.8180 -1.3552
H 1.8964 -1.5988 -0.0338
H 0.9643 0.7380 -1.5960
H 1.6350 0.8536 0.0386
H -1.3906 -0.0622 -1.7653
H -1.9542 -1.1129 -0.4514
H -2.1112 0.6543 -0.3181
H -0.1342 2.5694 0.6058
H -0.7285 2.4891 -1.0583
H 0.9021 3.0701 -0.7261
*
```

Atomic partial charges in e from the natural (NBO) method, atoms 1 to 6: number 1, C, carries 0.16; number 2, C, carries 0.24; number 3, C, carries -0.23; number 4, C, carries -0.44; number 5, C, carries -0.63; number 6, N, carries -0.35

Energies relative to the minimum, eV: i 0.000; ii 1.764; iii 2.470

## i
Density functional theory data (ωB97M-V with the def2-TZVPD basis set) for a cluster of 2 separate species, C5H13NO2 in total.

Output
**Orbital gap**: 9.89 eV
**Structure (SMILES)**: CN[C@H](C)CC=O.O

The geometry in ORCA input format:
```
! wB97M-V def2-TZVPD RIJCOSX def2/J DEFGRID3
* xyz 0 1
C 2.6846 -0.6859 0.1384
N 1.2971 -0.7303 -0.2331
C 0.4234 0.1735 0.4906
C 0.1560 -0.2993 1.9148
C -0.9126 0.3632 -0.2743
C -1.7166 1.4638 0.3543
O -1.3470 2.5903 0.5647
H 3.2329 -1.1122 -0.7107
H 3.0906 -0.8935 1.1331
H 3.0493 0.3563 0.0483
H 0.8842 -1.6490 -0.2855
H 0.7975 1.1949 0.5923
H -0.5960 0.2534 2.4780
H -0.0790 -1.3632 1.9735
H 1.1037 -0.2233 2.4649
H -0.6488 0.5617 -1.3195
H -1.5374 -0.5253 -0.3898
H -2.7131 1.1708 0.7480
O -0.9179 -1.9555 -2.5027
H -1.1236 -1.7115 -3.3831
H -0.0413 -1.5990 -2.3776
*
```

Atomic partial charges in e from the natural (NBO) method, atoms 1 to 6: number 1, C, carries -0.43; number 2, N, carries -0.64; number 3, C, carries -0.04; number 4, C, carries -0.63; number 5, C, carries -0.53; number 6, C, carries 0.45

## ii
Density functional theory data (ωB97M-V with the def2-TZVPD basis set) for a cluster of 2 separate species, C5H13NO2 in total.

Output
**Orbital gap**: 10.37 eV
**Structure (SMILES)**: C[C@H](O)[C@H](N)O.C=C

The geometry in ORCA input format:
```
! wB97M-V def2-TZVPD RIJCOSX def2/J DEFGRID3
* xyz 0 1
C 1.1323 1.8053 0.9703
C 0.7632 0.8259 -0.1381
O -0.3807 0.0672 0.2141
C 1.8836 -0.2043 -0.3805
N 1.5931 -0.9183 -1.6020
O 2.0324 -1.0380 0.7534
H 2.0326 2.3569 0.7060
H 1.3306 1.2603 1.8918
H 0.3250 2.5191 1.1293
H 0.5969 1.3671 -1.0809
H -1.2830 0.6012 0.3920
H 2.8472 0.2997 -0.5016
H 0.6740 -1.3432 -1.5364
H 2.2648 -1.6644 -1.7375
H 1.1382 -1.2887 1.0275
C -2.4994 -1.1121 -0.4937
C -3.0607 -0.3709 0.4814
H -2.0790 -2.0868 -0.2971
H -2.4039 -0.7501 -1.5064
H -3.6991 0.4678 0.2441
H -3.2080 -0.7937 1.4644
*
```

Atomic partial charges in e from the natural (NBO) method, atoms 1 to 6: number 1, C, carries -0.63; number 2, C, carries 0.07; number 3, O, carries -0.78; number 4, C, carries 0.22; number 5, N, carries -0.84; number 6, O, carries -0.73

Energies relative to the minimum, eV: i 0.000; ii 0.462

## i
Density functional theory data (ωB97M-V with the def2-TZVPD basis set) for the molecule C5H13NO2.

Output
**Orbital gap**: 9.96 eV
**Structure (SMILES)**: C[C@H](O)C[C@@](C)(N)O

The geometry in ORCA input format:
```
! wB97M-V def2-TZVPD RIJCOSX def2/J DEFGRID3
* xyz 0 1
C -1.5644 -0.9619 -1.0150
C -1.1568 -0.7359 0.4154
O -2.5875 -0.4964 1.2763
C -0.6559 0.5606 0.8435
C 0.9561 0.6003 0.0793
C 1.6704 -0.6845 -0.3111
N 0.8610 1.4690 -1.0568
O 1.6918 1.2475 1.1063
H -2.6009 -1.3096 -1.0454
H -0.9449 -1.7154 -1.5032
H -1.5231 -0.0443 -1.6082
H -0.6891 -1.5914 0.8998
H -2.3969 -0.5863 2.2234
H -0.4446 0.6365 1.9092
H -1.2049 1.4121 0.4390
H 1.2187 -1.1696 -1.1776
H 2.7141 -0.4759 -0.5892
H 1.7038 -1.3842 0.5265
H 0.5618 2.3924 -0.7548
H 1.7608 1.5885 -1.5153
H 2.6305 1.2486 0.8580
*
```

Atomic partial charges in e from the natural (NBO) method, atoms 1 to 6: number 1, C, carries -0.66; number 2, C, carries 0.11; number 3, O, carries -0.81; number 4, C, carries -0.38; number 5, C, carries 0.40; number 6, C, carries -0.67

## ii
Density functional theory data (ωB97M-V with the def2-TZVPD basis set) for a cluster of 2 separate species, C5H13NO2 in total.

Output
**Orbital gap**: 10.35 eV
**Structure (SMILES)**: CCN(C=O)CC.O

The geometry in ORCA input format:
```
! wB97M-V def2-TZVPD RIJCOSX def2/J DEFGRID3
* xyz 0 1
C 0.0000 0.0000 0.0000
C 0.9289 -1.1589 -0.3196
N 1.5503 -1.0341 -1.6203
C 1.0977 -1.6621 -2.7160
O 1.7302 -1.8813 -3.7843
C 2.8749 -0.4386 -1.5511
C 3.0452 0.8856 -2.3249
H -0.6453 -0.1591 0.8803
H -0.6418 0.1803 -0.8787
H 0.6180 0.8969 0.1742
H 1.7134 -1.2693 0.4536
H 0.3036 -2.0721 -0.2976
H 0.0209 -1.9324 -2.5931
H 3.1835 -0.1083 -0.5406
H 3.6566 -1.1220 -1.9351
H 2.7465 0.7986 -3.3831
H 4.0604 1.3144 -2.2800
H 2.3492 1.5754 -1.8185
O -1.1421 -4.4643 -1.9643
H -0.7401 -3.7304 -2.4820
H -1.0170 -5.2620 -2.5266
*
```

Atomic partial charges in e from the natural (NBO) method, atoms 1 to 6: number 1, C, carries -0.62; number 2, C, carries -0.21; number 3, N, carries -0.45; number 4, C, carries 0.54; number 5, O, carries -0.62; number 6, C, carries -0.23

## iii
Density functional theory data (ωB97M-V with the def2-TZVPD basis set) for a cluster of 2 separate species, C5H13NO2 in total.

Output
**Orbital gap**: 9.95 eV
**Structure (SMILES)**: CCCC(=O)NC.O

The geometry in ORCA input format:
```
! wB97M-V def2-TZVPD RIJCOSX def2/J DEFGRID3
* xyz 0 1
C 1.0930 2.3312 0.4079
C 2.1993 1.2365 0.4262
C 1.6324 -0.1949 0.6349
C 0.4092 -0.4346 -0.2968
O 0.5226 -0.5313 -1.5099
N -0.8655 -0.3760 0.1844
C -1.3099 -0.5655 1.6213
H 1.4634 3.4463 0.3453
H 0.3182 2.2678 1.3032
H 0.5486 2.2795 -0.5391
H 2.7120 1.3878 -0.5354
H 3.0573 1.4242 1.1119
H 1.4174 -0.4519 1.6784
H 2.4736 -0.8493 0.2951
H -1.5812 -0.3388 -0.6456
H -1.6170 0.4832 1.8131
H -0.4419 -0.8188 2.2475
H -2.0104 -1.3918 1.8083
O -2.8869 -1.5526 -1.4123
H -2.1469 -1.6486 -1.9962
H -3.3645 -0.7221 -1.5611
*
```

Atomic partial charges in e from the natural (NBO) method, atoms 1 to 6: number 1, C, carries -0.63; number 2, C, carries -0.40; number 3, C, carries -0.50; number 4, C, carries 0.68; number 5, O, carries -0.66; number 6, N, carries -0.64

Energies relative to the minimum, eV: i 1.277; ii 0.000; iii 0.416